# 1
Entry from the Open Molecules 2025 dataset: a cluster of 7 separate species, C27H54O13 in total in a non-equilibrium geometry (ωB97M-V with the def2-TZVPD basis set).

Results
multiplicity	1
net charge	0
molar mass	586.716	g/mol
orbital gap	0.37186	Ha
relative energy (zero: lowest compared OMol25 entry of this formula, charge and spin)	1096.6	kJ/mol
SMILES	CCOC(C)=O.CCOC(C)=O.CCOC(C)=O.CCOC(C)=O.CCOC(C)=O.CCOC(C)=O.CC(C)=O

```
94
Properties=species:S:1:pos:R:3:mulliken_charge:R:1
C 56.98 43.98 3.46 -1.435
C 57.21 45.34 2.92 -0.491
O 57.25 46.46 3.78 -0.268
C 57.68 47.63 3.20 0.724
C 57.36 48.72 4.17 -0.939
O 58.23 47.90 2.13 -0.580
H 55.96 43.88 3.36 0.489
H 57.46 43.61 4.41 0.078
H 57.18 43.15 2.91 0.562
H 58.15 45.11 2.17 0.218
H 56.62 45.43 2.17 0.839
H 58.12 49.58 4.23 0.273
H 57.37 48.28 5.13 0.288
H 56.28 49.16 3.89 0.261
C 56.53 42.67 7.81 -1.207
C 57.38 42.39 8.93 0.250
O 56.88 42.75 10.18 -0.291
C 57.67 42.75 11.25 0.645
C 56.99 43.25 12.50 -0.844
O 58.87 42.69 11.34 -0.505
H 56.28 43.75 7.81 0.138
H 55.59 42.12 7.90 0.429
H 56.82 42.22 6.89 0.415
H 57.59 41.23 9.06 0.261
H 58.27 42.80 8.74 0.037
H 57.82 43.06 13.37 0.260
H 56.08 42.64 12.79 0.320
H 56.94 44.28 12.22 0.206
C 61.08 48.69 3.55 -0.676
C 61.89 47.55 3.00 -0.542
O 62.67 46.96 4.06 -0.284
C 63.15 45.63 3.85 0.585
C 63.92 45.12 5.04 -0.323
O 62.99 44.83 2.93 -0.621
H 60.47 49.16 2.61 0.222
H 61.62 49.54 3.83 0.542
H 60.47 48.20 4.40 -0.068
H 61.14 46.88 2.62 0.294
H 62.62 47.86 2.35 0.465
H 64.84 44.93 4.69 0.633
H 63.43 44.18 5.25 0.065
H 63.99 46.04 5.74 -0.125
C 60.58 43.66 5.64 -1.056
C 60.33 45.12 5.98 0.568
O 60.09 45.00 7.42 -0.028
C 59.66 46.03 8.17 0.670
C 59.55 45.60 9.64 -0.974
O 59.37 47.16 7.70 -0.695
H 61.21 43.10 6.16 -0.080
H 60.77 43.59 4.56 0.519
H 59.59 43.00 5.70 -0.027
H 61.03 45.85 5.91 0.525
H 59.42 45.41 5.39 -0.447
H 58.67 44.93 9.68 -0.051
H 59.61 46.44 10.25 0.467
H 60.30 45.08 9.77 0.327
C 63.19 48.60 9.06 -1.076
C 63.61 47.13 8.90 0.174
O 62.87 46.30 9.91 -0.226
C 63.32 45.05 10.21 0.922
C 62.58 44.44 11.27 -1.179
O 64.34 44.46 9.73 -0.658
H 62.05 48.74 8.67 0.159
H 63.84 49.08 8.47 0.498
H 63.37 48.81 10.17 0.255
H 63.33 46.64 7.89 -0.215
H 64.77 47.04 8.91 0.409
H 62.01 43.53 11.11 0.257
H 61.80 45.12 11.49 0.406
H 63.27 44.27 12.08 0.367
C 55.03 51.17 11.32 -1.356
C 55.95 50.05 11.48 -0.139
O 55.59 49.05 10.40 -0.322
C 56.38 48.02 10.14 0.706
C 55.86 47.21 8.99 -0.335
O 57.41 47.66 10.74 -0.583
H 55.19 51.95 10.40 0.247
H 55.22 51.67 12.14 0.482
H 54.00 51.18 11.18 0.390
H 57.00 50.11 11.54 0.403
H 55.53 49.46 12.27 0.225
H 56.75 46.91 8.75 -0.367
H 55.12 47.59 8.34 0.414
H 55.17 46.33 9.29 0.236
C 62.93 41.81 7.72 -1.072
C 63.78 41.56 6.54 0.771
C 64.31 40.17 6.40 -0.978
O 64.10 42.42 5.67 -0.614
H 62.20 42.51 7.34 -0.287
H 63.44 42.23 8.45 0.612
H 62.27 41.11 7.99 0.613
H 65.47 40.11 6.37 0.280
H 63.86 39.61 5.54 0.263
H 63.98 39.78 7.45 0.302
```

# 2
Entry from the Open Molecules 2025 dataset: a structure of composition C45H82O22 in a non-equilibrium geometry (ωB97M-V with the def2-TZVPD basis set).

Results
multiplicity	1
net charge	0
molar mass	975.129	g/mol
orbital gap	0.30440	Ha
relative energy (zero: lowest compared OMol25 entry of this formula, charge and spin)	611.0	kJ/mol

```
149
Properties=species:S:1:pos:R:3:mulliken_charge:R:1
C 0.70 -2.35 -3.83 -0.294
O 1.49 -3.47 -4.14 -0.325
C 1.07 -4.46 -4.90 0.856
O -0.03 -4.52 -5.39 -0.605
O 2.02 -5.36 -5.01 -0.320
C 1.92 -6.46 -5.88 -0.717
H -0.35 -2.65 -3.81 0.301
H 0.91 -1.58 -4.57 0.335
H 0.96 -1.92 -2.87 -0.131
H 1.53 -6.32 -6.89 0.305
H 1.23 -7.19 -5.43 0.312
H 2.87 -6.99 -5.89 0.266
C 4.32 3.37 5.28 -0.814
O 3.90 3.62 3.93 -0.410
C 3.74 2.57 3.13 0.970
O 3.89 1.41 3.41 -0.498
O 3.52 3.03 1.89 -0.225
C 3.77 2.17 0.80 0.254
H 5.04 2.57 5.39 0.332
H 3.41 3.27 5.87 0.312
H 4.69 4.36 5.55 0.294
H 4.82 2.21 0.51 0.370
H 3.14 2.44 -0.04 -0.439
H 3.48 1.17 1.13 -0.086
C -2.44 1.76 2.98 -0.613
O -1.37 2.68 2.78 0.588
C -0.86 3.28 3.85 0.459
O -1.17 3.05 4.99 -0.646
O 0.03 4.14 3.38 -0.073
C 0.97 4.74 4.26 -0.792
H -2.79 1.30 2.05 -0.812
H -3.27 2.36 3.34 0.582
H -2.22 0.94 3.65 0.391
H 0.50 5.10 5.18 0.425
H 1.36 5.67 3.85 0.267
H 1.82 4.09 4.41 0.125
C -3.57 -3.58 -1.63 0.575
C -5.03 -3.45 -2.05 -0.219
C -5.55 -4.90 -2.25 -0.506
O -4.60 -5.70 -1.55 -0.489
C -3.32 -5.07 -1.51 -0.425
H -3.44 -3.15 -0.64 -0.254
H -2.84 -3.11 -2.29 -0.011
H -5.09 -2.84 -2.95 0.388
H -5.52 -2.87 -1.26 -0.224
H -5.50 -5.27 -3.27 0.304
H -6.50 -4.91 -1.71 0.319
H -2.80 -5.46 -2.39 0.248
H -2.77 -5.34 -0.61 0.288
C 1.18 -4.78 -0.50 0.351
C 2.09 -3.85 0.29 0.863
C 2.96 -4.78 1.17 -0.140
O 2.46 -6.11 0.95 -0.526
C 1.18 -6.05 0.30 -0.673
H 1.67 -4.96 -1.46 0.021
H 0.15 -4.43 -0.60 -0.162
H 1.47 -3.19 0.92 -1.045
H 2.58 -3.06 -0.28 0.472
H 2.79 -4.58 2.23 0.064
H 4.00 -4.79 0.86 0.109
H 0.38 -5.97 1.05 0.282
H 1.07 -6.98 -0.26 0.317
C 0.33 6.55 0.19 -0.732
C 1.16 5.28 0.23 0.859
C 1.57 5.02 -1.22 -0.525
O 0.40 5.46 -1.93 -0.412
C -0.12 6.60 -1.26 -0.338
H 0.90 7.44 0.46 0.304
H -0.46 6.48 0.94 0.244
H 0.57 4.51 0.73 -0.837
H 2.11 5.36 0.77 0.575
H 1.84 3.99 -1.46 0.022
H 2.40 5.64 -1.57 0.420
H -1.20 6.49 -1.40 0.139
H 0.13 7.56 -1.74 0.338
C -0.76 1.84 -5.84 -0.701
C -0.26 2.47 -4.56 0.574
C 1.10 1.79 -4.36 0.337
O 1.16 0.75 -5.34 -0.470
C 0.40 1.12 -6.52 -0.458
H -1.50 2.35 -6.45 0.477
H -1.33 0.96 -5.52 0.200
H -0.91 2.44 -3.69 -0.626
H -0.19 3.54 -4.79 0.319
H 1.05 1.28 -3.39 -0.356
H 2.03 2.38 -4.35 0.206
H 0.07 0.24 -7.06 0.332
H 1.13 1.67 -7.11 0.231
C 0.65 -0.03 1.05 -0.130
C -0.68 -0.71 0.87 1.461
C -0.91 -0.67 -0.63 1.266
O -0.44 0.67 -0.96 -0.469
C 0.65 1.00 -0.11 0.588
H 1.43 -0.76 0.82 -0.073
H 0.94 0.32 2.04 -0.511
H -1.48 -0.17 1.38 -0.842
H -0.64 -1.73 1.26 0.685
H -1.96 -0.79 -0.89 -0.802
H -0.42 -1.43 -1.25 -0.955
H 0.53 1.95 0.42 -0.765
H 1.58 0.92 -0.67 0.053
O -3.56 3.83 -3.17 -0.639
C -3.29 4.02 -2.02 0.379
O -4.07 4.77 -1.21 -0.445
C -3.73 4.64 0.18 -0.845
C -2.91 3.37 0.22 1.894
C -2.33 3.25 -1.15 1.511
H -4.61 4.72 0.82 0.361
H -3.09 5.47 0.47 0.238
H -3.45 2.47 0.51 -0.849
H -2.08 3.48 0.91 -0.777
H -2.16 2.24 -1.52 -0.301
H -1.36 3.76 -1.06 -0.493
O 6.38 -4.45 0.96 -0.581
C 5.75 -3.69 1.63 0.371
O 4.42 -3.80 1.85 -0.217
C 3.89 -2.74 2.63 0.695
C 5.13 -2.01 3.19 -0.098
C 6.31 -2.47 2.34 -0.592
H 3.22 -3.14 3.39 0.186
H 3.26 -2.04 2.07 -0.348
H 5.18 -2.30 4.23 0.336
H 5.01 -0.93 3.06 -0.215
H 7.18 -2.75 2.92 0.334
H 6.48 -1.77 1.52 0.255
O 1.31 -3.38 3.61 -0.605
C 1.12 -2.25 3.98 0.442
O 2.20 -1.44 4.11 -0.287
C 1.77 -0.04 4.14 -0.198
C 0.26 -0.10 4.03 0.931
C -0.12 -1.52 4.32 -0.641
H 2.28 0.66 3.49 -0.063
H 2.09 0.17 5.17 0.439
H -0.04 0.11 2.99 -1.074
H -0.21 0.73 4.56 0.797
H -0.99 -1.77 3.71 0.244
H -0.42 -1.67 5.36 0.336
O -3.98 -0.37 1.91 -0.598
C -4.62 -0.13 0.90 0.618
O -3.99 0.42 -0.14 -0.116
C -4.82 0.30 -1.31 0.042
C -6.26 -0.03 -0.83 -0.993
C -6.09 -0.38 0.64 -0.764
H -4.42 -0.35 -2.08 0.264
H -4.90 1.30 -1.74 0.068
H -6.76 -0.71 -1.52 0.389
H -6.87 0.86 -0.96 0.386
H -6.36 -1.34 1.08 0.388
H -6.65 0.36 1.20 0.335
```

# 3
Entry from the Open Molecules 2025 dataset: a structure of composition Cl2O8Tl in a non-equilibrium geometry (ωB97M-V with the def2-TZVPD basis set).

Results
multiplicity	1
net charge	+1
molar mass	403.281	g/mol
orbital gap	0.13323	Ha
relative energy (zero: lowest compared OMol25 entry of this formula, charge and spin)	100.4	kJ/mol

```
11
Properties=species:S:1:pos:R:3:mulliken_charge:R:1
Tl -2.12 -4.19 -0.93 0.945
Cl -1.73 -0.16 0.29 1.642
O -1.35 -1.43 -0.30 -0.530
O -1.32 0.86 -0.68 -0.376
O -3.15 0.03 0.34 -0.473
O -1.27 -0.05 1.66 -0.422
Cl 2.15 0.98 -0.08 1.751
O 3.47 0.39 -0.09 -0.391
O 1.65 1.14 1.24 -0.398
O 2.35 2.28 -0.62 -0.375
O 1.32 0.15 -0.84 -0.372
```

# 4
Entry from the Open Molecules 2025 dataset: a cluster of 2 separate species, C4H12NO3 in total in a non-equilibrium geometry (ωB97M-V with the def2-TZVPD basis set).

Results
multiplicity	1
net charge	-1
molar mass	122.144	g/mol
orbital gap	0.27787	Ha
relative energy (zero: lowest compared OMol25 entry of this formula, charge and spin)	92.6	kJ/mol

```
20
Properties=species:S:1:pos:R:3:mulliken_charge:R:1
C -0.23 -1.30 0.70 -0.531
C -0.01 -0.26 1.80 -0.652
C -0.29 1.23 1.45 -0.404
O -0.91 1.40 0.22 -0.982
N 0.37 -0.92 -0.58 -0.348
C -0.04 -1.63 -1.77 -0.236
O 1.12 -1.62 -2.66 -0.585
H 0.26 -2.21 1.10 0.303
H -1.29 -1.62 0.66 0.346
H -0.59 -0.51 2.69 0.305
H 1.02 -0.36 2.15 0.279
H -0.83 1.77 2.23 0.332
H 0.72 1.74 1.45 0.170
H 0.01 0.06 -0.63 0.248
H -0.76 -1.07 -2.37 0.227
H -0.22 -2.70 -1.66 0.317
H 1.86 -1.36 -2.11 0.304
H 0.51 3.02 -1.47 0.262
H -0.55 2.80 -0.30 0.412
O -0.13 3.52 -0.92 -0.766
```